The following is a quantum chemistry calculation of a structure of composition C28H25N6O5RuS2 in a non-equilibrium geometry, from the OMol25 dataset.

Geometry (Å):
Ru  -0.724311  -1.336817  1.684453
O  -2.985271  -1.166150  1.527425
C  -3.708468  -0.243193  1.914219
C  -3.284882  0.997026  2.498777
C  -4.304632  1.891603  2.872665
C  -3.981437  3.087606  3.441153
C  -2.649733  3.448167  3.671772
C  -1.641620  2.591618  3.313975
C  -1.921422  1.345610  2.714909
O  -0.921899  0.576640  2.378885
N  -5.057131  4.018172  3.817248
O  -6.197252  3.628762  3.679830
O  -4.725843  5.043746  4.370735
H  -4.795154  -0.371505  1.807296
H  -5.346198  1.641980  2.715206
H  -2.440103  4.403169  4.132991
H  -0.604739  2.844342  3.486611
C  2.740931  -0.735664  0.403251
C  2.589536  -1.612603  1.601811
N  1.439587  -1.952721  2.129417
C  1.603682  -2.758876  3.238877
C  2.896907  -3.042620  3.531736
S  3.930364  -2.266945  2.420929
C  0.404859  -3.189060  3.961811
C  0.355641  -3.858287  5.138334
S  -1.265598  -4.160888  5.562625
C  -1.808391  -3.362377  4.155511
N  -0.830860  -2.899712  3.411295
C  -3.264585  -3.247038  3.856768
H  1.894917  -0.051082  0.340470
H  2.780940  -1.338362  -0.507188
H  3.662235  -0.158331  0.464589
H  3.285322  -3.648730  4.332945
H  1.174010  -4.183961  5.758287
H  -3.812292  -4.074274  4.304008
H  -3.431014  -3.246088  2.783130
H  -3.663063  -2.319942  4.272917
C  4.248071  4.056335  -3.791143
C  3.494070  2.852004  -4.218355
C  3.436588  1.693187  -3.407656
C  2.764351  0.574402  -3.802723
C  2.107634  0.568022  -5.066244
N  1.443356  -0.496720  -5.554768
C  1.265025  -1.820314  -5.034580
O  1.430805  -2.738043  -5.783040
N  0.929142  -1.986654  -3.711842
C  0.113223  -1.221112  -2.847996
C  -0.619666  -0.097759  -3.215497
C  -1.406355  0.522870  -2.262867
C  -1.473750  -0.000744  -0.983669
N  -0.789975  -1.094917  -0.632839
C  -0.007624  -1.676633  -1.539771
C  2.169147  1.728717  -5.897283
C  2.836439  2.833743  -5.474790
H  4.592768  3.984545  -2.762918
H  3.638277  4.954773  -3.907865
H  5.119846  4.191471  -4.439919
H  3.957066  1.695070  -2.459070
H  2.764642  -0.313186  -3.188900
H  1.264744  -0.491393  -6.555417
H  0.990493  -2.970535  -3.480769
H  -0.616952  0.270293  -4.230642
H  -1.996746  1.391260  -2.518553
H  -2.105343  0.445062  -0.228339
H  0.509394  -2.577865  -1.226005
H  1.674114  1.718439  -6.860627
H  2.874184  3.712470  -6.105591

Forces on the atoms, in the same order (eV/Å):
Ru -0.3 0.6 0.0
O 0.9 -0.6 -0.1
C -0.3 0.6 0.3
C 0.0 -0.2 -0.1
C -0.1 0.0 -0.1
C 0.3 0.1 -0.3
C -0.3 0.1 0.0
C 0.3 -0.4 -0.2
C -0.7 0.8 0.3
O 0.6 -1.5 -0.5
N -0.3 -0.1 1.2
O 0.1 0.0 -0.4
O 0.1 0.0 -0.4
H 0.1 0.0 -0.1
H 0.0 0.0 0.0
H 0.0 0.0 0.0
H 0.0 0.0 0.0
C 0.0 -0.1 0.1
C 0.5 0.3 -0.4
N -0.6 0.0 0.1
C -0.1 -0.2 0.3
C -0.1 0.0 0.0
S -0.1 0.1 -0.1
C 0.4 0.0 0.0
C 0.0 0.0 -0.1
S -0.1 0.1 -0.2
C -0.4 -0.2 0.3
N 0.1 0.4 -0.4
C 0.0 0.1 0.0
H 0.0 0.1 -0.1
H 0.0 0.0 0.0
H 0.0 0.0 0.0
H 0.0 0.0 0.0
H 0.0 0.0 0.0
H 0.0 0.0 0.0
H 0.0 -0.1 0.0
H 0.0 0.0 0.0
C 0.3 0.5 -0.2
C -0.6 -1.1 -0.1
C 0.4 1.9 -0.5
C -1.2 -0.6 -1.6
C 1.5 2.5 1.2
N -2.0 -2.9 -0.3
C 0.8 2.4 -1.9
O -0.3 -1.0 0.2
N -0.6 0.0 1.3
C 0.5 -0.7 -0.6
C 0.0 0.2 -0.1
C -0.1 -0.1 0.2
C -0.2 0.3 -0.2
N 0.0 0.3 0.8
C 0.2 -0.5 0.0
C -0.5 -1.6 0.7
C 0.9 0.5 1.3
H 0.0 0.0 0.1
H 0.0 0.0 0.1
H 0.0 0.0 0.2
H 0.1 0.1 0.1
H 0.0 -0.1 0.0
H 0.3 -0.2 0.3
H 0.0 0.1 0.0
H 0.2 0.0 -0.1
H 0.0 0.0 0.0
H 0.0 0.1 0.0
H 0.1 0.1 0.0
H 0.0 -0.1 0.0
H 0.0 0.0 0.0

Calculated values
E_HOMO (alpha / beta), eV: -11.78 / -11.78
Total charge: +2
Strongest force on any atom, eV Å⁻¹: 3.52
Expectation value of S²: 8.76
LUMO energy (alpha / beta), eV: -6.357 / -8.794
2S+1: 6



The following is a quantum chemistry calculation of a structure of composition C46H47N4O4PbSb2, from the OMol25 dataset.

Geometry (Å):
Pb  -0.488645  -0.562334  -0.413841
C  -1.412469  0.717431  3.358467
C  -0.773247  2.100293  3.245688
C  0.702440  2.063019  2.884312
Sb  1.306738  1.593868  0.865924
C  3.365198  1.473681  1.314615
C  4.238710  2.417170  0.776006
C  5.548627  2.475186  1.242009
C  5.979446  1.596766  2.226519
C  5.109886  0.641652  2.744581
C  3.803278  0.571848  2.284282
C  1.207739  3.381014  -0.242063
C  0.825781  4.556996  0.400837
C  0.916425  5.762379  -0.285851
C  1.357454  5.782802  -1.604856
C  1.711487  4.601794  -2.248138
C  1.642106  3.392450  -1.567350
Sb  -2.524415  0.024957  1.665358
C  -3.081850  -1.933292  2.223688
C  -3.297106  -2.872404  1.215341
C  -3.716382  -4.153815  1.545976
C  -3.918854  -4.494081  2.878738
C  -3.697350  -3.560235  3.883956
C  -3.273708  -2.276181  3.562461
C  -4.340677  1.093048  1.684467
C  -4.480699  2.367820  1.140209
C  -5.703025  3.012929  1.264521
C  -6.760278  2.391548  1.919972
C  -6.606943  1.119155  2.453949
C  -5.396884  0.448259  2.325780
H  -2.184804  0.696272  4.131331
H  -0.682762  -0.059056  3.594577
H  -0.846562  2.580574  4.225876
H  -1.330792  2.740500  2.563229
H  1.248133  1.328340  3.479117
H  1.182913  3.032208  3.039590
H  3.910506  3.110821  0.012079
H  6.227534  3.218441  0.841890
H  6.995544  1.655356  2.595826
H  5.448550  -0.040617  3.514830
H  3.136839  -0.190991  2.676577
H  0.450978  4.545112  1.418325
H  0.649144  6.685470  0.214064
H  1.426243  6.726178  -2.132972
H  2.056025  4.625676  -3.274992
H  1.923568  2.472479  -2.070326
H  -3.156834  -2.606014  0.170667
H  -3.898002  -4.884095  0.766497
H  -4.258622  -5.489590  3.135865
H  -3.861440  -3.827167  4.920498
H  -3.105883  -1.556518  4.356926
H  -3.654560  2.856960  0.652100
H  -5.831485  4.002924  0.845670
H  -7.712178  2.899994  2.010005
H  -7.429697  0.636830  2.967149
H  -5.292803  -0.553427  2.726025
C  -2.971953  -2.344362  -3.782511
C  -2.848747  -3.712889  -3.632625
C  -1.977154  -4.213659  -2.674151
C  -1.254645  -3.340211  -1.886833
N  -1.408247  -2.012063  -2.018675
C  -2.237874  -1.523564  -2.948893
C  -0.322966  -3.815244  -0.832543
C  0.158714  -5.112865  -0.776660
C  0.974217  -5.479783  0.282345
C  1.307915  -4.538863  1.246349
C  0.826951  -3.254536  1.093497
N  0.026934  -2.912701  0.079584
H  -3.624939  -1.909027  -4.526136
H  -3.426839  -4.390157  -4.249005
H  -1.883651  -5.280990  -2.533724
H  -2.295489  -0.451411  -3.038119
H  -0.080817  -5.829370  -1.549168
H  1.345711  -6.494863  0.354285
H  1.928087  -4.794667  2.094521
H  1.084804  -2.470260  1.797071
O  -0.862173  0.929674  -3.968446
C  -1.144011  1.652621  -3.053787
C  -1.569224  3.109301  -3.110973
C  -1.903246  3.477500  -1.662056
C  -1.508093  2.249067  -0.887015
O  -1.525832  2.140821  0.357045
N  -1.120522  1.243093  -1.696687
H  -2.405456  3.209947  -3.800417
H  -0.744424  3.692260  -3.519006
H  -2.969769  3.659473  -1.511724
H  -1.366524  4.348148  -1.284319
O  1.833151  -1.676479  -2.657100
C  2.427643  -1.451475  -1.595857
O  1.933259  -0.881765  -0.566993
C  3.891760  -1.907763  -1.490874
N  4.240258  -2.484906  -2.847786
C  5.394557  -1.698976  -3.416890
C  5.276887  -0.356361  -2.709136
C  4.884687  -0.760593  -1.280938
H  3.946620  -2.669283  -0.715117
H  3.355673  -2.328762  -3.362849
H  4.417482  -3.485644  -2.838180
H  5.320461  -1.657957  -4.499541
H  6.319723  -2.199919  -3.141445
H  4.498221  0.254968  -3.172256
H  6.211859  0.197077  -2.745443
H  4.432608  0.048505  -0.709842
H  5.762079  -1.111471  -0.736960

Forces on the atoms, in the same order (eV/Å):
Pb 0.5 0.5 0.3
C 0.1 0.1 -0.3
C 0.0 0.1 0.2
C -0.1 0.1 -0.3
Sb -0.3 -0.1 0.4
C 0.0 0.0 -0.1
C 0.0 -0.1 0.1
C 0.0 0.0 -0.1
C 0.0 0.0 0.0
C 0.0 0.0 0.0
C 0.0 0.0 -0.1
C 0.1 -0.1 0.1
C 0.0 0.0 -0.2
C 0.0 0.0 0.0
C 0.0 0.0 0.0
C 0.0 0.0 0.0
C -0.1 0.1 0.1
Sb 0.0 -0.2 0.2
C 0.1 0.0 0.0
C 0.0 0.0 0.1
C 0.0 0.0 0.0
C 0.0 0.0 0.0
C 0.0 0.0 0.0
C 0.0 -0.1 -0.1
C 0.1 -0.1 -0.3
C -0.2 0.0 0.1
C 0.0 0.0 0.0
C 0.0 0.0 0.0
C 0.0 0.0 0.0
C 0.0 0.1 -0.1
H 0.0 0.0 0.0
H 0.0 0.0 0.1
H 0.0 -0.1 0.0
H 0.0 0.0 0.0
H 0.0 0.1 0.1
H 0.0 0.0 0.1
H 0.0 0.0 0.1
H 0.0 0.0 0.0
H 0.0 0.0 0.0
H 0.0 0.0 0.0
H 0.0 0.1 0.1
H 0.1 0.0 0.0
H 0.0 0.0 0.0
H 0.0 0.0 0.0
H 0.0 0.0 0.0
H 0.0 0.0 0.0
H 0.0 0.0 0.0
H 0.0 0.0 0.0
H 0.0 0.0 0.0
H 0.0 0.0 0.0
H 0.0 0.0 0.0
H 0.0 0.0 0.0
H 0.0 0.0 0.0
H 0.0 0.0 0.0
H 0.0 0.0 0.0
H 0.0 0.0 0.0
C 0.0 0.0 0.0
C 0.0 -0.1 0.0
C -0.1 -0.1 -0.1
C 0.0 0.1 0.1
N 0.0 0.3 0.0
C 0.1 0.0 0.1
C -0.1 0.1 0.0
C 0.1 -0.2 0.0
C 0.0 -0.1 0.0
C 0.0 0.0 0.0
C -0.1 0.1 0.0
N 0.1 0.2 0.3
H 0.0 0.0 0.0
H 0.0 0.0 0.0
H 0.0 0.0 0.0
H 0.0 -0.1 0.1
H 0.0 0.0 0.0
H 0.0 0.0 0.0
H 0.0 0.0 0.0
H 0.0 0.0 0.0
O 0.0 0.1 0.1
C 0.2 0.1 0.1
C -0.1 0.0 0.1
C 0.0 0.0 -0.2
C -0.1 0.1 -0.1
O 0.0 0.0 -0.2
N 0.0 -0.2 0.1
H 0.0 0.0 0.0
H 0.0 0.0 0.0
H 0.0 0.0 0.0
H 0.0 0.0 0.0
O 0.0 0.0 0.4
C -0.2 -0.1 -0.5
O -0.3 -0.3 -0.4
C 0.0 0.1 0.1
N 0.1 0.0 0.2
C 0.1 0.3 0.0
C -0.1 -0.1 0.1
C 0.1 0.1 -0.2
H 0.1 -0.1 -0.1
H -0.2 0.0 -0.3
H 0.1 0.0 0.1
H -0.1 -0.1 0.0
H 0.0 -0.1 0.0
H 0.0 0.0 0.0
H 0.0 0.0 0.0
H 0.0 0.0 0.0
H 0.0 0.0 0.0

Calculated values
E_HOMO (alpha / beta), eV: -15.31 / -15.31
Total charge: +3
Strongest force on any atom, eV Å⁻¹: 0.76
LUMO energy (alpha / beta), eV: -9.777 / -9.777



The following is a quantum chemistry calculation of the molecule C16H16N6O4 in a non-equilibrium geometry, from the OMol25 dataset.

Geometry (Å):
C  -5.185701  -1.256133  -0.031825
C  -5.215697  0.232673  -0.356270
C  -3.842065  0.793828  -0.720681
H  -3.957394  1.821661  -1.073107
C  -2.878047  0.785946  0.464509
N  -1.612321  1.335435  0.085375
N  -0.866305  0.843772  -0.859846
N  0.215050  1.546376  -0.910546
C  0.100660  2.474816  0.056236
N  -1.064788  2.366607  0.689940
N  1.013640  3.454165  0.350515
C  2.377381  3.459381  0.201582
O  3.003768  4.492031  0.319695
C  3.038878  2.172187  -0.042188
C  4.340902  1.935949  -0.427034
C  4.490372  0.542385  -0.465101
C  3.273823  0.012647  -0.081093
C  2.811729  -1.358312  -0.007258
C  3.493155  -2.357460  -0.708776
C  3.014877  -3.651194  -0.759928
C  1.820943  -3.985411  -0.136704
C  1.130855  -3.019693  0.569165
C  1.632412  -1.727762  0.656652
N  0.916833  -0.824704  1.522436
O  -0.296183  -0.849215  1.467511
O  1.558129  -0.150384  2.295269
H  0.207441  -3.253317  1.077629
H  1.434891  -4.990602  -0.195946
H  3.565555  -4.402302  -1.305212
H  4.397476  -2.097362  -1.234451
O  2.412266  1.007747  0.177263
H  5.379355  0.002048  -0.717561
H  5.072526  2.683350  -0.653581
H  0.624148  4.302082  0.743749
H  -2.698187  -0.233358  0.813834
H  -3.252443  1.395234  1.288587
H  -3.404308  0.206931  -1.529998
H  -5.618069  0.784419  0.495871
H  -5.886440  0.396462  -1.202058
H  -4.735121  -1.813646  -0.849575
H  -6.196711  -1.626675  0.119426
H  -4.617285  -1.450597  0.873486

Forces on the atoms, in the same order (eV/Å):
C -0.1 0.2 0.0
C 0.2 -0.1 -0.1
C -0.2 0.0 0.2
H 0.1 0.0 0.0
C -0.7 -0.5 -0.1
N 0.7 0.6 -0.1
N -0.5 -0.8 -0.4
N 0.3 0.5 -0.4
C -1.2 -0.8 0.0
N 0.6 0.5 0.4
N -0.2 0.6 0.3
C -0.1 0.0 0.1
O 0.1 -0.1 -0.1
C 1.4 0.1 -0.3
C -0.9 0.4 0.2
C -0.7 -0.5 0.3
C 1.1 0.5 -0.3
C -0.6 -0.2 0.2
C -0.2 0.2 0.2
C 0.0 0.0 0.0
C 0.1 0.1 0.0
C -0.1 0.2 0.1
C 0.7 -0.9 -0.8
N -0.2 0.3 0.6
O -0.3 0.0 0.0
O 0.1 0.0 0.2
H 0.0 0.0 0.0
H 0.0 -0.1 0.0
H 0.1 -0.1 -0.1
H 0.1 0.1 -0.1
O 0.2 -0.3 0.1
H 0.1 -0.2 -0.1
H 0.1 0.2 0.0
H 0.2 -0.1 -0.1
H 0.0 0.1 0.1
H 0.1 -0.1 -0.1
H 0.0 0.0 0.0
H -0.1 0.1 0.0
H 0.0 0.1 0.1
H 0.1 -0.1 -0.1
H -0.1 -0.1 0.0
H 0.1 -0.1 0.1

Calculated values
E_HOMO, eV: -8.54
Strongest force on any atom, eV Å⁻¹: 1.41
LUMO energy, eV: -0.589
SMILES: CCCCn1nnc(NC(=O)c2ccc(-c3ccccc3[N+](=O)[O-])o2)n1